Entry 1:
{
  "formula": "C20H27ClN2O4",
  "method": "the ωB97M-V functional and the def2-TZVPD basis",
  "species": ["C", "C", "H", "H", "O", "C", "O", "C", "C", "N", "C", "O", "C", "H", "H", "C", "N", "C", "O", "C", "H", "H", "H", "H", "H", "H", "C", "H", "C", "C", "H", "H", "H", "H", "H", "H", "H", "C", "C", "C", "C", "C", "C", "C", "H", "Cl", "H", "H", "H", "H", "H", "H", "H", "H"],
  "xyz": [[2.098, 3.298, -0.437], [1.441, 2.875, 0.868], [1.148, 3.743, 1.466], [2.107, 2.236, 1.456], [0.238, 2.151, 0.591], [0.191, 0.859, 0.890], [1.071, 0.267, 1.464], [-1.106, 0.215, 0.392], [-0.851, -0.155, -1.087], [0.157, -1.188, -1.184], [1.444, -0.813, -1.376], [1.726, 0.336, -1.681], [2.508, -1.888, -1.248], [2.390, -2.612, -2.057], [2.405, -2.403, -0.292], [3.906, -1.260, -1.299], [4.108, -0.379, -0.174], [4.580, -0.838, 1.010], [5.074, -1.939, 1.140], [4.454, 0.165, 2.136], [5.005, -0.187, 3.003], [4.833, 1.137, 1.828], [3.400, 0.258, 2.395], [3.547, 0.460, -0.184], [4.665, -2.043, -1.240], [4.029, -0.687, -2.221], [-0.273, -2.427, -0.574], [-1.232, -2.703, -1.027], [-0.449, -2.207, 0.928], [-1.435, -1.065, 1.179], [-2.432, -1.393, 0.879], [-1.456, -0.835, 2.246], [0.515, -1.961, 1.371], [-0.822, -3.119, 1.396], [0.440, -3.224, -0.778], [-1.776, -0.531, -1.532], [-0.502, 0.718, -1.642], [-2.258, 1.243, 0.505], [-3.571, 0.750, -0.032], [-3.905, 0.933, -1.370], [-5.108, 0.466, -1.868], [-6.005, -0.190, -1.041], [-5.680, -0.356, 0.295], [-4.479, 0.110, 0.803], [-4.259, -0.019, 1.851], [-6.793, -1.154, 1.353], [-6.944, -0.557, -1.422], [-5.355, 0.614, -2.908], [-3.223, 1.456, -2.023], [-2.371, 1.502, 1.560], [-1.965, 2.142, -0.037], [3.062, 3.756, -0.232], [2.237, 2.429, -1.076], [1.470, 4.013, -0.961]],
  "forces_ev_per_angstrom": [[-0.287, -0.186, 0.208], [0.587, 0.166, 0.084], [0.025, -0.157, -0.036], [-0.140, 0.167, -0.048], [-0.191, 0.290, -0.178], [-0.280, -0.266, 0.117], [0.120, -0.057, 0.090], [-0.039, 0.021, -0.045], [-0.018, 0.355, -0.074], [-0.225, 0.107, -0.157], [0.008, -0.540, -0.154], [0.219, 0.329, -0.059], [0.397, 0.317, -0.005], [-0.078, -0.092, 0.033], [-0.042, -0.115, -0.029], [-0.135, -0.209, -0.088], [-0.162, 0.202, -0.311], [0.049, 0.501, 0.171], [0.066, -0.404, 0.107], [0.048, -0.257, 0.095], [0.039, -0.016, -0.014], [0.001, 0.114, -0.011], [-0.080, 0.080, 0.031], [0.057, -0.008, 0.093], [-0.096, 0.100, -0.085], [0.027, -0.119, 0.077], [0.108, -0.301, 0.384], [0.092, -0.052, -0.025], [-0.100, -0.111, -0.106], [0.395, 0.024, 0.006], [0.004, 0.020, 0.037], [-0.113, 0.019, 0.042], [-0.030, -0.106, -0.016], [-0.007, -0.048, 0.016], [-0.064, 0.022, -0.046], [0.059, 0.027, 0.037], [-0.145, -0.084, 0.014], [0.101, -0.069, -0.132], [-0.102, 0.050, 0.018], [-0.035, 0.010, 0.062], [0.000, -0.015, -0.020], [-0.036, -0.037, 0.075], [0.121, 0.086, -0.138], [-0.113, 0.014, -0.081], [0.020, -0.030, 0.118], [-0.114, -0.080, 0.104], [-0.097, -0.041, -0.007], [-0.030, 0.013, -0.094], [0.095, 0.063, -0.073], [0.020, 0.093, 0.005], [-0.054, 0.006, 0.102], [0.110, 0.101, 0.026], [0.060, 0.008, -0.032], [-0.017, 0.095, -0.087]],
  "homo_ha": -0.3402,
  "relative_energy_kcal_mol": 1.56,
  "smiles": "CCOC(=O)[C@]1(Cc2cccc(Cl)c2)CCCN(C(=O)CCNC(C)=O)C1"
}

Entry 2:
{
  "formula": "C20H27F3N4O",
  "method": "the ωB97M-V functional and the def2-TZVPD basis",
  "species": ["C", "H", "H", "C", "C", "N", "C", "C", "N", "C", "N", "O", "C", "C", "C", "C", "C", "C", "C", "H", "C", "F", "F", "F", "H", "H", "H", "H", "H", "H", "H", "C", "H", "H", "H", "H", "H", "H", "C", "N", "C", "C", "H", "H", "C", "H", "H", "C", "H", "H", "H", "H", "H", "H", "H"],
  "xyz": [[0.281, 1.052, -2.383], [0.771, 1.325, -3.315], [-0.127, 0.048, -2.481], [1.262, 1.103, -1.217], [2.368, 0.056, -1.401], [3.353, 0.137, -0.329], [3.772, -1.162, 0.176], [2.614, -1.787, 0.863], [1.711, -2.559, 0.340], [0.830, -2.747, 1.365], [1.190, -2.132, 2.454], [2.355, -1.505, 2.141], [-0.430, -3.520, 1.215], [-1.305, -2.802, 0.220], [-0.972, -2.812, -1.130], [-1.736, -2.117, -2.050], [-2.844, -1.399, -1.636], [-3.177, -1.390, -0.288], [-2.415, -2.086, 0.640], [-2.685, -2.064, 1.685], [-4.402, -0.635, 0.142], [-4.468, 0.595, -0.394], [-4.494, -0.476, 1.470], [-5.535, -1.262, -0.238], [-3.443, -0.847, -2.343], [-1.471, -2.135, -3.096], [-0.098, -3.359, -1.451], [-0.913, -3.593, 2.188], [-0.187, -4.518, 0.844], [4.128, -1.842, -0.616], [4.568, -1.006, 0.907], [4.477, 0.982, -0.667], [4.099, 1.950, -0.987], [5.098, 1.128, 0.216], [5.099, 0.562, -1.473], [2.846, 0.192, -2.382], [1.907, -0.935, -1.390], [1.722, 2.094, -1.177], [0.533, 0.851, 0.106], [-0.524, 1.806, 0.346], [-1.356, 1.469, 1.486], [-2.191, 2.727, 1.671], [-2.643, 2.789, 2.659], [-2.980, 2.747, 0.920], [-1.175, 3.845, 1.409], [-1.628, 4.683, 0.881], [-0.766, 4.220, 2.347], [-0.072, 3.172, 0.575], [0.073, 3.672, -0.386], [0.888, 3.189, 1.118], [-1.954, 0.585, 1.262], [-0.755, 1.262, 2.390], [0.068, -0.140, 0.066], [1.276, 0.853, 0.924], [-0.541, 1.736, -2.197]],
  "forces_ev_per_angstrom": [[0.266, 0.179, 0.140], [0.022, 0.001, -0.158], [-0.079, -0.122, -0.037], [-0.138, -0.333, -0.001], [-0.241, 0.342, 0.056], [0.181, -0.175, 0.061], [0.044, 0.230, 0.021], [-0.432, -0.520, -0.134], [0.491, 0.041, -0.291], [0.548, 0.286, 0.419], [-1.069, -0.496, 0.529], [0.728, 0.353, -0.384], [0.023, 0.104, 0.012], [-0.185, -0.065, -0.041], [-0.068, -0.023, 0.019], [-0.068, -0.020, -0.035], [-0.015, 0.005, 0.196], [-0.028, 0.066, 0.025], [-0.063, 0.031, -0.168], [-0.019, 0.015, 0.093], [-0.386, 0.062, 0.019], [0.192, 0.114, -0.160], [0.215, -0.085, 0.207], [0.015, -0.160, -0.106], [-0.054, 0.055, -0.082], [0.041, 0.003, -0.095], [0.074, -0.054, -0.058], [-0.013, -0.081, -0.040], [-0.028, -0.005, 0.109], [-0.008, 0.024, 0.143], [0.017, -0.059, -0.094], [-0.018, -0.026, 0.065], [0.069, 0.086, -0.036], [0.069, 0.063, -0.003], [0.013, 0.017, -0.038], [0.015, -0.073, -0.002], [-0.013, 0.053, -0.092], [0.060, 0.057, 0.003], [0.188, 0.075, -0.126], [-0.132, 0.007, 0.144], [-0.204, -0.003, 0.009], [0.048, -0.143, 0.064], [-0.070, 0.012, 0.021], [-0.060, -0.028, 0.016], [-0.023, 0.010, -0.031], [0.017, 0.062, 0.042], [-0.002, 0.041, -0.023], [0.134, 0.131, -0.193], [0.133, 0.064, 0.049], [0.007, -0.011, -0.031], [0.034, -0.023, 0.079], [0.010, -0.009, 0.008], [0.040, -0.100, -0.013], [-0.141, -0.020, -0.021], [-0.138, 0.044, -0.058]],
  "homo_ha": -0.3003,
  "relative_energy_kcal_mol": 0.00,
  "smiles": "C[C@H](CN(C)Cc1nc(Cc2cccc(C(F)(F)F)c2)no1)CN1CCCC1"
}

Which formula does entry 1 have?
C20H27ClN2O4